Entry 1:
2 unconnected molecules or ions with the total composition C3H9NOSi in a non-equilibrium geometry. Source: the OMol25 dataset; level of theory: the ωB97M-V functional and the def2-TZVPD basis.

The calculation puts the electronic energy at -539.04129 a.u. For the LUMO energy (spin up / spin down), the calculation gives -0.00827 / -0.00817 Eh. Its energy above the lowest of the compared OMol25 structures with the same formula, charge and spin is 100.01 kcal/mol.

```
! RIJCOSX wB97M-V def2-TZVPD def2/J DEFGRID3
* xyz 0 1
C 1.7081 -0.0324 0.3178
C 1.7237 -1.0615 1.3459
C -0.6513 1.8197 -0.2978
N -0.6524 0.3815 -0.2571
O 2.2482 0.7225 -0.4001
Si -1.6278 -0.7539 -0.9809
H 1.5338 -1.9744 0.7008
H 2.6571 -1.0875 1.7935
H 0.8733 -0.9541 1.9476
H -0.7386 2.1856 0.8270
H 0.3275 2.2230 -0.7533
H -1.5577 2.2082 -0.9251
H -3.0489 -0.9560 -0.2533
H -0.8245 -2.0809 -0.6574
H -1.9704 -0.6398 -2.4076
*
```

---

Entry 2:
C3H9NP2 in the gas phase in a non-equilibrium geometry. Source: the OMol25 dataset; level of theory: the ωB97M-V functional and the def2-TZVPD basis.

The calculation puts the electronic energy at -857.13326 a.u. For the LUMO energy, the calculation gives 0.04093 Eh. Its energy above the lowest of the compared OMol25 structures with the same formula, charge and spin is 6.84 kcal/mol.

```
! RIJCOSX wB97M-V def2-TZVPD def2/J DEFGRID3
* xyz 0 1
N 1.4161 0.1206 1.6741
P 1.4687 -1.0887 0.3459
P -0.5456 -1.7868 0.8752
C -1.4785 -0.7065 -0.3975
C -0.6240 0.4930 -0.7168
C 0.8087 -0.0398 -1.0618
H 1.9686 0.9568 1.7139
H 1.6542 -0.4433 2.4768
H -0.6440 -1.0194 2.0357
H -2.4287 -0.3611 0.1080
H -1.7061 -1.1544 -1.3509
H -1.1391 0.9656 -1.4824
H -0.4460 1.1651 0.0253
H 0.7884 -0.6955 -1.8882
H 1.5550 0.6620 -1.2235
*
```

---

Entry 3:
2 unconnected molecules or ions with the total composition C3H9NS in a non-equilibrium geometry. Source: the OMol25 dataset; level of theory: the ωB97M-V functional and the def2-TZVPD basis.

The calculation puts the electronic energy at -572.60480 a.u. For the LUMO energy, the calculation gives 0.03275 Eh. Its energy above the lowest of the compared OMol25 structures with the same formula, charge and spin is 22.14 kcal/mol.

```
! RIJCOSX wB97M-V def2-TZVPD def2/J DEFGRID3
* xyz 0 1
C -1.7095 0.5015 -1.5118
C -1.0917 -0.1589 -0.3205
C 0.1943 -0.4433 -0.2173
N 0.8043 -1.0532 0.9214
H -0.9546 0.9391 -2.1597
H -2.2790 -0.2275 -2.0941
H -2.4000 1.2908 -1.2082
H -1.7521 -0.5378 0.4478
H 0.8945 -0.1445 -0.9840
H 0.1368 -1.2863 1.6460
H 1.3482 -1.8649 0.6801
S 2.8225 0.9638 1.9223
H 2.2024 2.0101 1.3873
H 1.7842 0.0110 1.4906
*
```

---

Entry 4:
2 unconnected molecules or ions with the total composition C3H9NS in a non-equilibrium geometry. Source: the OMol25 dataset; level of theory: the ωB97M-V functional and the def2-TZVPD basis.

The calculation puts the electronic energy at -572.58689 a.u. For the LUMO energy, the calculation gives 0.03602 Eh. Its energy above the lowest of the compared OMol25 structures with the same formula, charge and spin is 33.38 kcal/mol.

```
! RIJCOSX wB97M-V def2-TZVPD def2/J DEFGRID3
* xyz 0 1
C -2.0335 -4.1446 -1.4293
N -1.9023 -4.4432 -0.2203
H -2.5247 -3.2308 -1.7562
H -1.8415 -4.8291 -2.2681
H -1.6153 -5.3976 -0.0258
C 1.6247 1.3443 -0.0460
S 2.0447 3.0480 0.3836
C 0.5546 3.5726 1.2724
H 2.0532 1.0750 -1.0085
H 0.5733 1.0640 -0.0583
H 2.1052 0.7282 0.7137
H 0.6502 4.6471 1.4389
H -0.3005 3.3408 0.7160
H 0.6121 3.2252 2.2879
*
```

---

Entry 5:
2 unconnected molecules or ions with the total composition C3H9NS in a non-equilibrium geometry. Source: the OMol25 dataset; level of theory: the ωB97M-V functional and the def2-TZVPD basis.

The calculation puts the electronic energy at -572.56602 a.u. For the LUMO energy, the calculation gives -0.01228 Eh. Its energy above the lowest of the compared OMol25 structures with the same formula, charge and spin is 46.48 kcal/mol.

```
! RIJCOSX wB97M-V def2-TZVPD def2/J DEFGRID3
* xyz 0 1
C 2.2003 0.7100 -0.2130
C 0.9019 0.1051 0.2450
C -0.3078 0.5687 -0.5156
S -1.9314 0.0205 0.0660
N 0.9056 -1.3905 0.2225
H 2.2025 0.7357 -1.3138
H 2.2428 1.7913 0.0818
H 3.1414 0.2855 0.1480
H 0.6928 0.3926 1.3257
H -0.2886 0.1401 -1.5385
H -0.4616 1.6420 -0.5690
H -1.2637 -0.5494 1.6974
H 1.3338 -1.7420 1.0707
H -0.0760 -1.6195 0.3289
*
```

---

Entry 6:
C3H9NS in the gas phase in a non-equilibrium geometry. Source: the OMol25 dataset; level of theory: the ωB97M-V functional and the def2-TZVPD basis.

The calculation puts the electronic energy at -572.60603 a.u. For the LUMO energy, the calculation gives 0.03477 Eh. Its energy above the lowest of the compared OMol25 structures with the same formula, charge and spin is 21.37 kcal/mol.

```
! RIJCOSX wB97M-V def2-TZVPD def2/J DEFGRID3
* xyz 0 1
C 0.9697 1.0590 -1.5003
N -0.0518 0.0084 -1.3122
C 0.2826 -1.1209 -0.5397
S 0.5005 -0.7533 1.3568
C -1.0564 -0.1883 2.1311
H 0.8432 1.4641 -2.5067
H 0.8131 1.8528 -0.7475
H 1.9878 0.7129 -1.3430
H -0.8816 0.4343 -0.9266
H 1.2371 -1.5889 -0.8468
H -0.5526 -1.8246 -0.5675
H -1.0592 -0.5292 3.1608
H -2.0102 -0.4556 1.6333
H -1.0224 0.9294 2.0084
*
```

---

Entry 7:
2 unconnected molecules or ions with the total composition C3H9NS in a non-equilibrium geometry. Source: the OMol25 dataset; level of theory: the ωB97M-V functional and the def2-TZVPD basis.

The calculation puts the electronic energy at -572.58047 a.u. For the LUMO energy, the calculation gives 0.03406 Eh. Its energy above the lowest of the compared OMol25 structures with the same formula, charge and spin is 37.41 kcal/mol.

```
! RIJCOSX wB97M-V def2-TZVPD def2/J DEFGRID3
* xyz 0 1
C -0.3164 2.5570 -0.6349
N -0.6499 2.0289 -1.7327
H 0.6173 2.9895 -0.2723
H -1.1358 2.5642 0.1000
H -1.5312 1.5308 -1.6698
C 1.0964 -0.9094 1.5053
S 1.3482 -1.4095 -0.2340
C -0.4384 -1.6585 -0.5819
H 0.7550 0.1082 1.6803
H 0.4410 -1.6940 1.8697
H 2.0985 -0.9348 1.9462
H -0.8576 -2.4638 0.0269
H -0.5701 -2.0385 -1.5931
H -0.8569 -0.6702 -0.4095
*
```

---

Entry 8:
2 unconnected molecules or ions with the total composition C3H9NS in a non-equilibrium geometry. Source: the OMol25 dataset; level of theory: the ωB97M-V functional and the def2-TZVPD basis.

The calculation puts the electronic energy at -572.37064 a.u. For the LUMO energy (spin up / spin down), the calculation gives 0.03147 / -0.04358 Eh. Its energy above the lowest of the compared OMol25 structures with the same formula, charge and spin is 59.21 kcal/mol. The expectation value of S² is 2.01.

```
! RIJCOSX wB97M-V def2-TZVPD def2/J DEFGRID3
* xyz 0 3
C -1.5991 0.2050 -1.2501
C -0.3035 1.3812 0.9517
C 2.1513 -0.8408 -0.2963
N -1.2236 -1.3013 0.8054
S -0.5325 -0.1979 -0.0733
H -2.3279 -0.6048 -1.7164
H -1.1650 0.8349 -1.9860
H -0.5278 2.1245 0.2634
H -0.9822 1.2859 1.7518
H 0.6529 1.4745 1.1779
H 2.7094 -1.4017 0.5398
H 1.7387 -1.3276 -1.2268
H 2.1060 0.2092 -0.2935
H -0.6967 -1.8409 1.3525
*
```

---

Entry 9:
2 unconnected molecules or ions with the total composition C3H9NS in a non-equilibrium geometry. Source: the OMol25 dataset; level of theory: the ωB97M-V functional and the def2-TZVPD basis.

The calculation puts the electronic energy at -572.26707 a.u. For the LUMO energy (spin up / spin down), the calculation gives -0.16976 / -0.25233 Eh. Its energy above the lowest of the compared OMol25 structures with the same formula, charge and spin is 33.13 kcal/mol. The expectation value of S² is 0.75.

```
! RIJCOSX wB97M-V def2-TZVPD def2/J DEFGRID3
* xyz 1 2
C -2.3574 -1.4240 -0.2922
S -0.8372 -0.4880 -0.6767
H -2.8381 -2.1151 -1.0075
H -3.1769 -0.5860 -0.3866
H -2.3863 -1.9546 0.6985
C 1.6156 1.4462 -0.4668
C 0.7069 0.0735 1.1436
N 1.7309 0.2596 0.2870
H 1.1244 2.3159 0.0365
H 2.6074 1.9207 -0.7465
H 1.2001 1.0615 -1.4416
H 0.1971 1.0504 1.4783
H 0.3852 -0.8858 1.5459
H 2.0282 -0.6743 -0.1719
*
```

---

Entry 10:
C3H9NS2 in the gas phase in a non-equilibrium geometry. Source: the OMol25 dataset; level of theory: the ωB97M-V functional and the def2-TZVPD basis.

The calculation puts the electronic energy at -970.77149 a.u. For the LUMO energy, the calculation gives 0.02173 Eh. Its energy above the lowest of the compared OMol25 structures with the same formula, charge and spin is 37.80 kcal/mol.

```
! RIJCOSX wB97M-V def2-TZVPD def2/J DEFGRID3
* xyz 0 1
C -1.3808 0.8639 -1.0747
C -1.0103 1.5681 0.2650
N -0.1864 2.6787 -0.1255
C -0.3526 0.6321 1.2930
S 0.2846 -1.0888 0.9321
S 1.0141 -1.4889 -0.9625
H -1.5557 1.7087 -1.7602
H -2.3986 0.4777 -1.1599
H -0.6402 0.2345 -1.5581
H -2.0431 1.6474 0.6248
H 0.1632 2.6103 -1.0637
H 0.4744 3.0111 0.5556
H -0.9936 0.3975 2.1360
H 0.5786 1.0992 1.5963
H 1.0452 -2.8183 -0.7929
*
```